The following is a DFT calculation (ωB97M-V/def2-TZVPD) of a molecular structure, C47H71BMoN5OP2Te2 at a distorted geometry.

Output
Multiplicity   3
Charge   +1
<S²>   2.0383
DFT total energy   -95081.2561 eV
Gap between HOMO and LUMO (alpha / beta)   0.225 / 0.228 Eh
Relative energy (zero: lowest compared OMol25 entry of this formula, charge and spin)   1.522 eV

Last column: Mulliken spin population.
Cartesian coordinates (Å):
Mo 0.340 0.327 -0.815  2.295
O -2.402 1.290 -3.559  0.035
C -1.588 1.439 -2.639  0.021
N -0.363 0.903 -2.570  0.018
C 0.159 0.216 -3.722  0.016
C 0.399 -1.204 -3.316  0.045
C 0.555 -2.248 -4.210  -0.005
C 0.726 -3.534 -3.722  0.030
C 0.688 -3.713 -2.339  -0.029
C 0.595 -2.616 -1.514  0.113
N 0.533 -1.348 -1.974  -0.136
C -1.840 2.233 -1.422  0.020
C -2.827 3.212 -1.374  0.003
C -2.924 4.023 -0.263  0.005
C -2.028 3.799 0.781  -0.001
C -1.114 2.774 0.679  0.019
N -0.975 1.998 -0.407  0.042
H 1.114 0.673 -4.023  0.014
H -0.541 0.294 -4.562  0.004
H 0.510 -2.060 -5.272  0.001
H 0.856 -4.371 -4.390  -0.004
H 0.752 -4.699 -1.905  0.000
H 0.585 -2.714 -0.430  0.010
H -3.485 3.305 -2.223  0.000
H -3.669 4.799 -0.195  0.000
H -2.053 4.402 1.675  0.000
H -0.453 2.549 1.502  -0.020
C -4.982 -0.232 3.559  0.000
C -4.151 0.908 2.981  0.002
C -2.778 0.957 3.668  0.003
C -4.834 2.251 3.275  0.000
P -3.800 0.839 1.087  0.013
C -2.971 -0.871 0.791  0.046
N -1.667 -0.988 1.384  -0.012
B -0.473 -0.226 1.107  -0.530
N 0.288 -0.267 2.350  0.035
C 1.155 0.755 2.896  -0.041
P 2.549 1.176 1.718  -0.032
C 3.951 0.145 2.521  0.036
C 5.264 0.215 1.733  -0.001
C 3.451 -1.305 2.457  0.008
C 4.258 0.518 3.972  0.007
C 2.887 3.049 1.969  0.023
C 2.070 3.781 0.896  0.001
C 4.359 3.324 1.664  0.002
C 2.526 3.582 3.351  0.001
C -0.292 -1.211 3.178  0.022
C 0.094 -1.703 4.416  -0.005
C -0.703 -2.656 5.028  0.008
C -1.852 -3.136 4.414  0.001
C -2.251 -2.658 3.178  0.002
C -1.483 -1.671 2.571  -0.003
C -5.462 0.497 0.183  0.002
C -5.922 -0.963 0.213  0.000
C -5.216 0.910 -1.273  -0.001
C -6.577 1.416 0.686  0.000
H -5.159 -0.055 4.620  0.000
H -4.466 -1.183 3.465  0.000
H -5.948 -0.307 3.073  0.000
H -2.851 1.465 4.630  0.000
H -2.065 1.508 3.052  -0.002
H -2.388 -0.037 3.859  0.000
H -4.747 2.480 4.336  0.000
H -5.890 2.236 3.037  0.000
H -4.366 3.058 2.715  0.000
H -2.886 -0.928 -0.306  -0.009
H -3.614 -1.679 1.135  -0.006
H 1.550 0.438 3.862  -0.001
H 0.564 1.662 3.074  -0.007
H 5.102 0.110 0.659  0.001
H 5.907 -0.602 2.061  -0.001
H 5.798 1.142 1.909  0.000
H 3.242 -1.594 1.425  0.001
H 2.555 -1.465 3.047  -0.001
H 4.218 -1.974 2.843  0.000
H 4.634 1.532 4.052  0.001
H 5.034 -0.147 4.348  -0.002
H 3.399 0.413 4.628  0.000
H 2.465 4.784 0.754  0.000
H 1.028 3.886 1.177  -0.003
H 2.125 3.259 -0.064  0.008
H 4.649 2.868 0.718  -0.002
H 5.005 2.962 2.455  0.000
H 4.514 4.399 1.584  0.000
H 1.454 3.544 3.534  -0.001
H 2.833 4.624 3.419  0.000
H 3.031 3.034 4.141  0.000
H 0.988 -1.364 4.914  -0.001
H -0.418 -3.033 5.997  0.001
H -2.444 -3.889 4.912  0.000
H -3.142 -3.053 2.710  -0.001
H -5.345 -1.569 -0.485  0.000
H -6.966 -1.012 -0.093  0.000
H -5.856 -1.405 1.204  0.000
H -4.258 0.555 -1.653  -0.007
H -5.237 1.994 -1.368  0.000
H -6.003 0.505 -1.908  0.000
H -6.968 1.110 1.650  0.000
H -7.397 1.385 -0.030  0.000
H -6.224 2.444 0.746  0.000
C 7.046 -2.209 -5.387  0.000
C 5.890 -1.732 -4.566  -0.004
C 5.306 -2.539 -3.606  0.005
C 4.341 -2.057 -2.728  0.010
C 3.849 -3.005 -1.672  -0.001
C 3.916 -0.731 -2.835  0.026
Te 2.991 0.272 -1.139  -0.097
C 4.453 0.077 -3.845  -0.022
C 4.064 1.519 -3.979  0.001
C 5.421 -0.431 -4.695  0.002
H 7.169 -3.286 -5.309  0.000
H 7.960 -1.736 -5.027  0.000
H 6.928 -1.935 -6.433  0.000
H 5.644 -3.559 -3.493  0.000
H 4.676 -3.346 -1.052  0.001
H 3.410 -3.885 -2.141  0.000
H 3.102 -2.547 -1.021  0.004
H 2.997 1.667 -3.815  -0.004
H 4.320 1.893 -4.965  0.000
H 4.602 2.116 -3.241  0.002
H 5.861 0.212 -5.444  0.000
C -3.192 -1.533 -5.326  0.000
Te -2.836 -1.452 -3.204  0.022
C -3.115 -3.580 -2.957  -0.001
H -2.390 -2.071 -5.819  0.000
H -3.243 -0.515 -5.688  0.000
H -4.135 -2.036 -5.507  0.000
H -4.113 -3.874 -3.247  0.000
H -2.967 -3.822 -1.913  0.000
H -2.399 -4.141 -3.545  0.000